# 1
ORCA calculation (the ωB97M-V functional and the def2-TZVPD basis) on an isolated molecule of C4H7NS.

Last column: Mulliken charge in e.
Cartesian coordinates (Å):
C 1.54191 -0.24945 0.54043  -1.2752
C 0.42541 -0.05952 -0.46369  0.2519
C -0.61039 1.06758 -0.15961  -0.5763
C -1.64174 -0.05202 -0.08499  0.0809
S -3.25301 -0.14964 0.19603  -0.3739
N -0.69810 -0.97900 -0.32414  -0.1120
H 2.26902 0.56130 0.47527  0.3161
H 2.09258 -1.19958 0.34861  0.3188
H 1.14368 -0.28274 1.56155  0.3416
H 0.78091 -0.02956 -1.46498  0.3154
H -0.79905 1.76640 -0.94826  0.2682
H -0.44386 1.59989 0.76360  0.2540
H -0.80735 -1.99367 -0.43981  0.1905

Cartesian forces (eV/Å) of the 2 atoms listed first:
0.3408 -0.6570 -0.0302
-0.1932 0.3220 0.9204

## Properties
* HOMO energy: -8.24 eV
* LUMO energy: 0.84 eV
* HOMO-LUMO gap: 9.1 eV

***

# 2
ORCA calculation (the ωB97M-V functional and the def2-TZVPD basis) on a 2-piece molecular cluster, C5H14N4 overall.

Last column: Mulliken charge in e.
Cartesian coordinates (Å):
H -0.81207 -1.27860 1.64246  0.2023
N -1.18399 -1.30170 0.69183  -0.7249
C -1.58611 -0.15615 0.29608  0.6216
C -2.17727 -0.01221 -1.07776  -1.1658
N -1.59829 0.97965 1.07885  -0.0243
N -1.69900 2.29888 0.60108  -0.7093
H -3.20758 0.34409 -1.01636  0.3816
H -1.60733 0.70088 -1.67455  0.3125
H -2.16466 -0.98333 -1.56389  0.3235
H -1.14800 0.92227 1.98102  0.2262
H -1.00792 2.47435 -0.12696  0.2876
H -2.63119 2.46748 0.23961  0.2692
H 1.61716 2.06896 0.19362  0.2478
N 1.13233 1.75012 -0.65192  -0.6810
C 1.13514 0.54013 -0.88535  0.1879
C 2.20495 -0.56057 0.18258  -0.7298
C 2.10961 -2.07254 0.10682  -1.1257
H 1.23998 -0.43560 -1.36084  0.3497
H 1.92615 -0.17755 1.16560  0.3030
H 3.19882 -0.18594 -0.07215  0.4376
H 1.07795 -2.40051 0.24646  0.3256
H 2.73416 -2.54649 0.86984  0.3310
H 2.44714 -2.43560 -0.86609  0.3538

Cartesian forces (eV/Å) of the 2 atoms listed first:
-0.0320 0.1134 -0.0065
0.0513 -0.1062 -0.0674

## Properties
* HOMO energy: -8.31 eV
* LUMO energy: 1.05 eV
* HOMO-LUMO gap: 9.4 eV

***

# 3
ORCA calculation (the ωB97M-V functional and the def2-TZVPD basis) on a 2-piece molecular cluster, C4H10NO3 overall.

Last column: Mulliken charge in e.
Cartesian coordinates (Å):
C -1.00437 0.69938 1.02291  -0.9564
N 0.39690 0.25856 1.14771  -0.1603
C 0.41305 -0.96802 1.92234  -0.9786
C 0.99418 0.04191 -0.17083  -0.5204
C 0.80102 1.24950 -1.15789  0.4987
O 1.49632 2.25365 -0.94420  -0.7273
O -0.02849 1.08892 -2.11307  -0.7635
H -1.67342 -0.00652 0.52429  0.3029
H -1.00701 1.58056 0.38358  0.3441
H -1.34840 1.02633 2.00334  0.3596
H -0.19695 -1.73859 1.41030  0.3685
H 0.01493 -0.75572 2.91585  0.3025
H 1.38607 -1.44510 2.04975  0.2984
H 2.07824 -0.05996 -0.02903  0.2944
H 0.68807 -0.88832 -0.67480  0.3349
H -1.31493 -0.91111 -3.47362  0.2548
H -0.60707 -0.29358 -2.25311  0.5111
O -1.08815 -1.13189 -2.56350  -0.7636

Cartesian forces (eV/Å) of the 2 atoms listed first:
0.9445 0.8092 -0.2518
-0.5522 -0.2940 -0.3224

## Properties
* HOMO energy: -4.59 eV
* LUMO energy: 3.86 eV
* HOMO-LUMO gap: 8.5 eV
* net charge: -1

***

# 4
ORCA calculation (the ωB97M-V functional and the def2-TZVPD basis) on a 13-piece molecular cluster, C53H128F15N8O31S5 overall.

Last column: Mulliken charge in e.
Cartesian coordinates (Å):
C 3.88417 0.06241 2.96890  -0.8010
O 3.96578 1.46197 2.69752  -0.1602
C 4.95025 2.24475 3.31503  -0.7933
C 4.45198 3.73221 3.40259  -0.4025
N 3.92285 4.30374 2.03890  1.1561
H 4.58015 4.03594 1.32034  -0.0393
H 3.07973 3.86335 1.69932  0.4272
C 3.73850 5.81967 1.91723  -0.0776
C 2.82829 6.45383 3.02571  -0.8161
O 3.47198 6.27052 4.27474  -0.3730
C 2.68058 6.29044 5.39127  -0.7874
H 3.05350 -0.47751 2.51441  0.1013
H 3.81769 -0.07699 4.04790  0.3617
H 4.73727 -0.53112 2.64022  0.3737
H 5.90270 2.15140 2.79328  0.3554
H 5.03877 2.01205 4.37622  0.4474
H 5.26428 4.45013 3.51599  0.3455
H 3.71477 3.93566 4.17927  0.4751
H 3.45758 6.00746 0.88093  -0.2637
H 4.77695 6.15066 1.93018  0.5730
H 1.76779 6.20480 3.06353  0.4149
H 2.84825 7.53754 2.91054  0.4458
H 2.34553 7.28909 5.67149  0.3102
H 3.31549 5.90244 6.18779  0.2419
H 1.83277 5.63742 5.18413  0.3459
C -4.38561 -5.07246 11.26815  -0.8545
O -4.36989 -4.66095 9.89287  -0.2993
C -4.16125 -3.30154 9.72466  -0.5629
C -4.21556 -3.12841 8.16192  -0.2717
N -2.76113 -3.52864 7.60303  0.2121
H -2.42322 -4.42670 7.91833  0.4413
H -2.88994 -3.65980 6.60990  0.0357
C -1.64241 -2.49549 7.93820  -0.4989
C -0.32273 -2.69751 7.13631  -0.8682
O -0.59891 -2.88864 5.77425  -0.1350
C 0.54013 -2.96193 4.96015  -0.8147
H -3.39737 -5.16699 11.71821  0.3242
H -4.88263 -6.04159 11.22519  0.2662
H -4.97622 -4.40973 11.90065  0.3485
H -3.17663 -2.99167 10.07478  0.4009
H -5.03158 -2.78200 10.12553  0.4194
H -4.50337 -2.12679 7.84252  0.1989
H -4.98335 -3.68121 7.62062  0.1886
H -1.45044 -2.47652 9.01099  0.3553
H -2.01477 -1.58388 7.47085  0.3394
H 0.19013 -3.59007 7.49467  0.4661
H 0.36073 -1.88489 7.38254  0.4827
H 1.28002 -3.74906 5.10543  0.3175
H 0.98799 -1.97418 5.06912  0.4582
H 0.20399 -2.97132 3.92332  0.0481
C 5.16852 6.32593 -5.09510  -0.5987
O 4.31989 5.56778 -4.28075  -0.1401
C 4.53873 5.76338 -2.88443  0.2331
C 4.17950 7.18493 -2.35412  -1.0021
N 2.69725 7.55394 -2.72416  0.6787
H 2.48643 7.68861 -3.70269  0.2782
H 2.05799 6.83497 -2.41671  -0.4305
C 2.21241 8.86453 -2.01157  -0.5791
C 0.71179 9.07003 -2.32018  -0.6112
O -0.02542 8.11672 -1.60489  -0.2223
C -0.11060 8.21034 -0.18057  -0.5060
H 5.19534 7.41289 -5.01819  0.3166
H 4.80239 6.10102 -6.09683  -0.0002
H 6.17990 5.92848 -5.01004  0.3515
H 5.60164 5.57154 -2.73768  0.1976
H 4.05205 5.10281 -2.16688  -0.2324
H 4.74268 8.02180 -2.76714  0.5030
H 4.28034 7.21936 -1.26934  0.4003
H 2.86260 9.65712 -2.38190  0.5279
H 2.36188 8.82579 -0.93256  0.3316
H 0.38821 8.89176 -3.34566  0.2704
H 0.39530 10.06242 -1.99909  0.3964
H -0.97777 7.65135 0.17104  0.0324
H -0.43551 9.21059 0.10587  0.4479
H 0.78656 7.84545 0.31949  0.1555
C 6.04635 -8.19514 -4.33683  -0.8549
O 4.88199 -7.63028 -3.82826  -0.0896
C 3.98850 -8.55672 -3.19629  -0.9512
C 2.71838 -7.92570 -2.63569  -0.3085
N 1.99805 -7.20835 -3.80235  0.1837
H 2.38969 -6.28288 -3.90353  0.2663
H 2.25232 -7.58532 -4.70420  0.4647
C 0.49501 -7.03747 -3.56316  -0.8195
C 0.15317 -5.82776 -2.86570  -0.0695
O 0.95517 -5.66353 -1.75897  -0.3550
C 0.64191 -4.50294 -1.01920  -0.4116
H 6.66102 -8.58397 -3.52499  0.3502
H 6.58982 -7.41177 -4.86512  0.2127
H 5.88269 -9.02303 -5.02669  0.3464
H 4.52498 -8.93699 -2.32699  0.4676
H 3.74129 -9.44606 -3.77600  0.4355
H 2.93000 -7.27248 -1.78916  0.2856
H 2.00830 -8.66928 -2.27380  0.3742
H 0.10749 -7.93526 -3.08161  0.3090
H -0.08346 -6.94991 -4.48284  0.2962
H -0.92181 -5.87212 -2.69089  0.1435
H 0.27642 -5.01214 -3.57822  0.3221
H -0.44281 -4.49628 -0.91226  -0.0218
H 0.83676 -3.53046 -1.47131  0.1712
H 1.02434 -4.50644 0.00151  0.4362
C -7.78548 -3.63078 9.04678  -0.9561
O -7.76771 -2.73265 7.96511  -0.1483
C -8.74074 -1.66770 7.97461  -0.5268
C -8.79152 -0.82771 6.72522  -0.7354
N -7.36867 -0.58695 6.13410  0.0376
H -7.53332 0.22386 5.55480  0.4121
H -6.71375 -0.32964 6.85864  0.3809
C -6.76569 -1.68096 5.23968  -0.2006
C -5.98545 -1.04620 4.03513  -0.0805
O -4.99398 -0.23377 4.59410  -0.4578
C -3.75184 -0.19805 3.98705  -0.8460
H -8.75907 -4.09927 9.19084  0.4008
H -7.48500 -3.10820 9.95492  0.3875
H -7.03656 -4.41321 8.92422  0.2454
H -8.50068 -1.05394 8.84281  0.3979
H -9.76509 -1.99940 8.14426  0.3844
H -9.24916 0.14505 6.90521  0.4195
H -9.39188 -1.29795 5.94641  0.3574
H -7.47953 -2.36897 4.78672  0.2952
H -6.05994 -2.29298 5.80132  -0.2664
H -6.60410 -0.49399 3.32771  0.5336
H -5.66294 -1.90062 3.44011  -0.0738
H -3.84844 0.33260 3.03986  0.4643
H -3.23027 -1.13812 3.80725  0.1911
H -3.06747 0.44660 4.53856  0.4137
C -1.66283 -1.36755 1.23009  -0.2737
O -0.57011 -1.01915 0.38345  -0.0113
C 0.19139 0.16151 0.78927  -0.8151
C 1.09858 0.31529 -0.36836  -0.1087
N 0.21892 0.44118 -1.67892  1.4053
H -0.61215 -0.08975 -1.46088  0.1613
H 0.01015 1.42891 -1.70918  0.0312
C 0.90737 -0.01112 -3.02624  -0.7753
C 2.18275 0.84934 -3.34099  -0.4547
O 3.07964 0.88514 -2.26082  -0.2019
C 4.10550 1.84549 -2.42568  -0.6019
H -2.43670 -0.60001 1.21959  0.2855
H -1.38490 -1.54333 2.26931  0.1654
H -2.19380 -2.25527 0.88643  -0.3429
H 0.75633 0.07094 1.71702  0.5096
H -0.40078 1.06387 0.94157  0.2122
H 1.83347 -0.48235 -0.47706  0.2499
H 1.59138 1.28717 -0.34223  0.0253
H 0.16776 0.25599 -3.78104  0.4246
H 1.10922 -1.08225 -3.02011  0.2634
H 1.80770 1.83526 -3.61558  0.2298
H 2.68266 0.32595 -4.15601  0.5934
H 4.95204 1.74334 -1.74668  0.3659
H 3.69643 2.83362 -2.21504  -0.0959
H 4.47889 1.76631 -3.44666  0.4317
C -3.61403 -3.48795 -1.24531  -0.5377
O -4.23055 -4.66499 -1.73000  -0.2595
C -5.25695 -4.38248 -2.69194  -0.5617
C -5.76714 -5.75709 -3.14751  -0.6431
N -4.51701 -6.50808 -3.70623  -0.1160
H -4.12932 -6.07008 -4.52961  0.3986
H -3.82456 -6.34731 -2.98876  0.3363
C -4.68381 -8.04398 -3.86036  -0.7120
C -3.37815 -8.74095 -3.63688  -0.4561
O -2.58945 -8.03803 -2.66699  -0.1485
C -2.45365 -8.78653 -1.45037  -1.0324
H -4.18343 -3.00993 -0.44820  0.2673
H -3.26226 -2.82242 -2.03361  0.5086
H -2.68539 -3.77836 -0.75400  -0.2802
H -4.79391 -3.78770 -3.47930  0.3714
H -6.01247 -3.77848 -2.18949  0.4556
H -6.44001 -5.74372 -4.00493  0.4019
H -6.16807 -6.26462 -2.27014  0.3667
H -5.12811 -8.17911 -4.84648  0.4489
H -5.44255 -8.34399 -3.13757  0.3309
H -2.85604 -8.75590 -4.59358  0.3556
H -3.74627 -9.73046 -3.36584  0.3963
H -1.76283 -8.34375 -0.73286  0.2710
H -1.92737 -9.72944 -1.59884  0.4071
H -3.38207 -8.96599 -0.90820  0.4082
C -0.06397 5.15413 -3.93560  -0.0721
O 0.52122 5.64916 -5.17970  -0.1092
C 0.11902 5.09177 -6.38137  -0.6759
C 0.78236 5.88059 -7.47605  -0.6965
N 2.17851 6.28134 -7.23904  0.2434
H 2.20649 6.70922 -6.32458  -0.0929
H 2.67467 5.41792 -7.07044  0.3721
C 2.80536 7.22183 -8.32162  -0.4841
C 3.47113 6.34000 -9.38360  -0.5995
O 4.46223 5.53429 -8.65810  -0.2430
C 5.26645 4.67202 -9.46265  -0.8349
H -0.05835 4.06541 -3.88308  0.2263
H -1.11788 5.34764 -3.73576  0.3700
H 0.51967 5.61166 -3.13676  -0.4108
H -0.96278 4.99440 -6.47270  0.4112
H 0.47390 4.06140 -6.40374  0.3748
H 0.29139 6.84393 -7.61399  0.4850
H 0.78193 5.35241 -8.42953  0.3603
H 3.53834 7.85394 -7.82034  0.3504
H 1.98578 7.84225 -8.68421  0.4362
H 4.00754 7.02343 -10.04185  0.4317
H 2.79420 5.75115 -10.00257  0.4170
H 5.57427 5.05511 -10.43558  0.3335
H 4.66969 3.81001 -9.76083  0.3339
H 6.17867 4.42783 -8.91830  0.2524
C -1.07117 4.89385 0.45226  0.2718
F -1.70801 3.84050 0.99723  -0.1663
F -1.90302 5.38145 -0.52373  -0.2659
F -0.94963 5.81729 1.32465  -0.1702
S 0.73204 4.39036 -0.33405  0.8398
O 1.35993 5.60555 -0.89803  -0.4582
O 1.54164 3.94608 0.82033  -1.2398
O 0.55140 3.36807 -1.37673  -1.0144
C -4.25561 2.03890 -2.51890  0.3778
F -5.59988 2.24699 -2.65717  -0.2025
F -3.59836 2.29800 -3.66348  -0.2120
F -3.71037 2.80485 -1.55537  -0.1856
S -3.97786 0.20914 -2.02774  1.1912
O -2.54787 -0.05917 -1.91758  -0.7234
O -4.77052 0.03545 -0.75115  -0.7062
O -4.54917 -0.48451 -3.11376  -0.6697
C 8.30904 4.40420 -0.87292  0.5223
F 9.37575 5.15553 -0.43081  -0.1942
F 8.02182 4.75268 -2.16266  -0.2204
F 8.44352 3.07288 -0.74154  -0.1897
S 6.74567 5.00022 0.10631  0.8828
O 6.58160 6.36003 -0.33769  -0.6877
O 5.61787 4.11013 -0.30613  -0.7020
O 7.09347 4.95881 1.53577  -0.6049
C 4.55774 -2.42314 -3.54854  0.4941
F 3.33096 -2.20127 -3.10629  -0.1693
F 4.70981 -1.91133 -4.73423  -0.2451
F 5.33881 -1.80576 -2.67289  -0.2163
S 4.94899 -4.30825 -3.47419  1.2475
O 3.74637 -4.97601 -3.97621  -0.8390
O 6.01017 -4.49641 -4.44479  -0.7193
O 5.36669 -4.67573 -2.05479  -0.7185
C -3.57650 -4.87821 2.61644  0.5185
F -3.50102 -6.00570 1.90232  -0.2325
F -2.32980 -4.35773 2.69899  -0.2501
F -4.35654 -4.00913 1.94333  -0.1697
S -4.17931 -5.36592 4.39851  1.1608
O -4.32736 -4.12534 5.20006  -0.5789
O -5.41506 -6.10873 4.18948  -0.7011
O -3.12274 -6.23704 4.89045  -0.7540

Cartesian forces (eV/Å) of the 2 atoms listed first:
0.9369 -0.0314 0.8705
-1.2925 -0.5554 -0.9406

## Properties
* HOMO energy: -12.09 eV
* LUMO energy: -5.06 eV
* HOMO-LUMO gap: 7.0 eV
* net charge: +3

***

Q: The lowest LUMO energy belongs to which entry?
A: C53H128F15N8O31S5

***

Q: Which value of LUMO energy does entry 3 give?
A: 3.86 eV

***

Q: Look up the HOMO-LUMO gap of the first one.
A: 9.1 eV